The following is a DFT calculation (ωB97M-V/def2-TZVPD) of 2 unconnected molecules or ions with the total composition C53H62N2O5S2.

As for the SMILES: CC(C)(C)c1cccc(C(C)(C)C)c1N1C=CN(c2c(C(C)(C)C)cccc2C(C)(C)C)C1=Cc1ccccc1.COc1ccc(C=C2S(=O)(=O)c3ccccc3S2(=O)=O)cc1. The max |F| comes out at 0.06348 hartree/bohr. Its multiplicity is 1. The calculation puts the calculated total energy at -90849.756 eV. The frontier orbital gap is 5.27 eV.

Last column: Mulliken charge in e.
Cartesian coordinates (Å):
C: -0.22572 1.67025 -2.07746  -1.919
C: -1.20554 2.24357 -1.06784  2.144
C: -0.51704 3.36510 -0.28496  -1.718
C: -2.34816 2.88542 -1.87168  -1.837
C: -1.81352 1.19335 -0.11057  0.107
C: -2.86635 1.65446 0.68758  -0.028
C: -3.63613 0.77638 1.44276  -1.707
C: -3.24042 -0.54916 1.51062  0.612
C: -2.34568 -1.09890 0.58447  -1.018
C: -2.45700 -2.62338 0.27513  2.405
C: -1.26232 -3.46124 0.70759  -1.603
C: -2.74193 -2.83590 -1.21565  -1.579
C: -3.66056 -3.20944 1.01905  -2.241
C: -1.42121 -0.17245 -0.00041  -0.318
N: -0.03709 -0.52494 -0.11398  1.426
C: 0.50085 -1.53555 -0.89980  -1.379
C: 1.76872 -1.73847 -0.51896  -0.800
N: 2.08412 -0.79763 0.45772  1.920
C: 3.38220 -0.84743 1.08116  -0.651
C: 3.53424 -1.31384 2.41685  0.357
C: 2.51632 -2.22570 3.18066  2.880
C: 2.77507 -2.12283 4.68278  -2.237
C: 2.76426 -3.67309 2.72632  -2.017
C: 1.04592 -1.91296 3.00101  -0.704
C: 4.79802 -1.18509 3.02633  -0.211
C: 5.92755 -0.95225 2.25830  -1.556
C: 5.79118 -0.88552 0.88607  -0.859
C: 4.54554 -0.65214 0.28284  0.416
C: 4.65833 -0.26572 -1.22742  2.190
C: 5.85073 0.69156 -1.42544  -1.638
C: 3.44884 0.39387 -1.87194  -1.454
C: 5.02441 -1.53052 -2.01482  -1.705
C: 0.95406 -0.03131 0.73686  0.884
C: 0.72052 0.83417 1.81628  -1.193
C: 1.85388 1.53358 2.38917  0.609
C: 2.80720 2.04514 1.47855  -0.107
C: 4.07526 2.42367 1.90227  -0.645
C: 4.36776 2.47248 3.27247  -0.851
C: 3.38289 2.11546 4.19810  -0.628
C: 2.11914 1.68180 3.77766  -0.500
H: -0.67989 0.85669 -2.65412  0.237
H: 0.05472 2.47949 -2.76669  0.609
H: 0.68872 1.32188 -1.59290  0.292
H: -1.18697 3.82574 0.45370  0.276
H: 0.36712 2.99614 0.24954  0.342
H: -0.19838 4.14630 -0.99231  0.480
H: -3.06337 3.41550 -1.23076  0.324
H: -1.93610 3.61122 -2.58636  0.484
H: -2.89191 2.11483 -2.43267  0.406
H: -3.09682 2.71814 0.72872  0.490
H: -4.53986 1.10868 1.95039  0.538
H: -3.66958 -1.16087 2.29175  0.166
H: -0.99412 -3.25468 1.74724  0.196
H: -1.54045 -4.52171 0.63559  0.652
H: -0.38382 -3.33181 0.07296  0.353
H: -3.58220 -2.19567 -1.52399  0.343
H: -1.88763 -2.60510 -1.86470  0.257
H: -3.02430 -3.88689 -1.38120  0.420
H: -4.59010 -2.70339 0.72253  0.395
H: -3.74994 -4.27386 0.76396  0.500
H: -3.53928 -3.13809 2.10579  0.442
H: -0.04372 -2.02363 -1.68427  0.517
H: 2.50175 -2.43160 -0.88603  0.322
H: 2.71074 -1.07830 5.01861  0.353
H: 2.02662 -2.71317 5.22429  0.486
H: 3.75267 -2.53837 4.94012  0.501
H: 2.55653 -3.79806 1.65239  0.243
H: 3.81612 -3.93740 2.90396  0.414
H: 2.12154 -4.35922 3.29834  0.457
H: 0.70911 -2.05248 1.97504  -0.793
H: 0.43384 -2.57311 3.63664  1.092
H: 0.82027 -0.89510 3.32355  -0.521
H: 4.94163 -1.34630 4.09863  0.202
H: 6.91082 -0.88119 2.72860  0.381
H: 6.68873 -0.98429 0.27389  0.332
H: 6.80500 0.21514 -1.17203  0.386
H: 5.91383 0.98054 -2.48360  0.480
H: 5.74153 1.59909 -0.81913  0.258
H: 2.68956 -0.32677 -2.18588  0.284
H: 3.00220 1.15759 -1.23069  -0.060
H: 3.78059 0.90115 -2.78926  0.596
H: 4.24402 -2.29781 -1.96611  0.255
H: 5.17954 -1.27850 -3.07206  0.465
H: 5.95379 -1.97179 -1.63390  0.330
H: -0.28450 0.94135 2.20859  0.156
H: 2.51918 2.11534 0.43001  0.140
H: 4.83275 2.68072 1.16135  0.299
H: 5.35788 2.80767 3.59573  0.377
H: 3.60676 2.17851 5.26332  0.414
H: 1.34151 1.43293 4.51032  0.737
C: -0.08338 5.61157 9.12443  -0.762
O: -1.18515 5.84714 8.20187  -0.471
C: -1.48817 4.79818 7.37776  0.978
C: -0.79535 3.56912 7.41830  -0.491
C: -1.18486 2.49753 6.64639  -0.523
C: -2.19672 2.61741 5.66175  -0.029
C: -2.57827 1.39232 4.90634  0.211
C: -3.43604 0.52621 5.57685  -0.529
S: -4.66181 -0.53756 4.84176  1.383
O: -5.55680 0.28593 4.04902  -0.679
O: -4.06454 -1.75302 4.29880  -0.597
C: -5.47204 -1.11210 6.33088  0.208
C: -6.52948 -2.02503 6.29577  -0.526
C: -6.89556 -2.63424 7.49573  -0.588
C: -6.19019 -2.37035 8.67827  -0.568
C: -5.10212 -1.49271 8.68790  -0.626
C: -4.72739 -0.90354 7.48422  0.196
S: -3.29244 0.19143 7.33838  1.290
O: -2.08905 -0.56508 7.60943  -0.622
O: -3.64096 1.34650 8.14367  -0.605
C: -2.88802 3.86584 5.61307  -0.358
C: -2.55183 4.91910 6.44048  -0.755
H: -0.03241 6.48795 9.77269  0.245
H: -0.30240 4.72381 9.74063  0.325
H: 0.87874 5.48805 8.59988  0.312
H: 0.07699 3.44269 8.05683  0.324
H: -0.69454 1.52839 6.78777  0.441
H: -2.39979 1.25699 3.83160  0.141
H: -7.00287 -2.25118 5.33637  0.465
H: -7.70485 -3.35808 7.47476  0.392
H: -6.45961 -2.87443 9.60378  0.383
H: -4.51869 -1.26896 9.58499  0.445
H: -3.74790 3.95712 4.92384  0.430
H: -3.08681 5.87003 6.38913  0.407



The following is a DFT calculation (ωB97M-V/def2-TZVPD) of a molecular structure, C53H63BiN6OP2SSb.

The total charge is +1. The max |F| comes out at 0.02595 hartree/bohr. Its multiplicity is 1. The calculation puts the calculated total energy at -108753.321 eV. The frontier orbital gap is 6.51 eV.

Last column: Mulliken charge in e.
Cartesian coordinates (Å):
Bi: 0.10079 0.94930 0.16600  1.695
C: -2.17281 0.21790 2.57940  1.265
C: -0.84781 0.38790 3.28000  0.435
C: -0.63441 0.05860 4.60720  -0.214
C: 0.52439 0.48560 5.23990  -1.400
C: 1.40419 1.28920 4.54170  -0.751
C: 1.16949 1.52780 3.19290  -0.293
N: 0.09999 1.04710 2.59500  0.948
Sb: 2.34579 3.18790 2.34700  0.778
C: 3.62689 2.33370 0.81630  0.441
C: 4.94299 1.98750 1.07040  -0.869
C: 5.77309 1.76670 -0.01660  -0.596
C: 5.26329 1.91740 -1.29630  -0.824
C: 3.91659 2.23800 -1.45110  0.566
C: 3.26479 2.39690 -2.78710  -0.950
N: 3.13019 2.42920 -0.39900  0.348
C: 1.22539 4.38270 0.90020  -0.050
C: 1.33479 5.74630 1.12740  -0.890
C: 0.68389 6.61040 0.26420  -0.680
C: -0.05541 6.06780 -0.77200  -0.948
C: -0.09791 4.68420 -0.93130  0.546
C: -0.89371 4.06460 -2.03510  -0.819
N: 0.55279 3.87050 -0.10660  0.818
H: -4.27561 0.24540 2.78700  0.526
H: -2.19831 1.14000 1.98880  -1.837
H: -1.20591 -1.32970 1.46320  -1.311
H: -1.38081 -0.50960 5.13450  0.594
H: 0.70609 0.24690 6.27640  0.441
H: 2.26529 1.73510 5.01750  0.553
H: 5.29589 1.92440 2.08930  0.479
H: 6.80639 1.49100 0.13260  0.417
H: 5.90589 1.80500 -2.15590  0.502
H: 3.90509 2.03370 -3.58630  0.414
H: 2.31319 1.86820 -2.80040  -0.221
H: 3.03959 3.44830 -2.96080  0.372
H: 1.90599 6.11310 1.97160  0.483
H: 0.74609 7.68140 0.40030  0.414
H: -0.60751 6.70520 -1.44480  0.555
H: -1.70711 4.72280 -2.32380  0.536
H: -0.27541 3.88820 -2.91350  0.311
H: -1.30551 3.10920 -1.72360  -0.266
O: -1.21171 3.28470 1.89530  -0.638
C: -1.57831 2.49180 1.04090  1.483
C: -2.94251 2.49740 0.46920  -0.290
C: -3.71971 3.65500 0.47290  -0.815
C: -5.00731 3.62830 -0.02230  -0.955
C: -5.53181 2.44660 -0.53070  -0.777
C: -4.76221 1.29810 -0.57090  -0.818
C: -3.45861 1.31300 -0.08100  0.964
P: -2.37261 -0.14430 -0.15810  1.108
C: -2.24951 -0.93000 1.57250  2.533
C: -3.09621 -2.11100 1.85250  -0.437
C: -3.62071 -2.58980 2.98900  -0.580
C: -3.68231 -1.99230 4.29830  -0.582
C: -3.56361 -0.68780 4.54880  -1.058
C: -3.42091 0.33280 3.46950  -1.482
C: -3.24281 -1.06540 -1.49720  1.245
C: -3.08911 -0.43850 -2.73610  -0.606
C: -3.69281 -0.94830 -3.86790  -1.107
C: -4.46141 -2.09800 -3.78090  -0.777
C: -4.63171 -2.71470 -2.55500  -0.947
C: -4.02781 -2.20810 -1.41600  -0.096
H: -3.29501 4.54920 0.90360  0.562
H: -5.61741 4.51780 0.00150  0.465
H: -6.54851 2.41560 -0.89390  0.472
H: -5.17811 0.38590 -0.97530  0.575
H: -3.10671 -2.79140 1.01320  -0.393
H: -4.06581 -3.57480 2.92770  0.396
H: -3.86011 -2.68150 5.11300  0.411
H: -3.63581 -0.31890 5.56260  0.494
H: -3.43541 1.33830 3.89410  0.433
H: -2.48251 0.45480 -2.80860  0.518
H: -3.55561 -0.45860 -4.82060  0.501
H: -4.93251 -2.50930 -4.65950  0.406
H: -5.25161 -3.59480 -2.47670  0.480
H: -4.19271 -2.70340 -0.47580  0.445
S: 0.13349 0.50430 -3.21740  0.022
C: 0.11929 1.18140 -4.72660  -0.394
N: 0.80969 0.51650 -5.73160  0.070
C: 0.79289 0.93580 -7.00760  -0.017
C: 0.10559 2.07090 -7.32970  -0.956
C: -0.53051 2.74640 -6.26190  0.024
N: -0.51921 2.32190 -5.03180  -0.396
H: 1.31299 -0.31540 -5.44680  0.227
H: 1.32759 0.34150 -7.73310  0.477
H: 0.04989 2.43180 -8.34130  0.387
H: -1.07571 3.66300 -6.44430  0.508
C: 0.90019 -3.07440 -1.93400  -2.562
C: 0.64879 -3.56420 -0.50840  2.720
C: -0.86881 -3.56020 -0.34310  -1.474
C: 1.17819 -4.98810 -0.38170  -1.970
P: 1.40589 -2.29340 0.73990  -2.267
N: 0.48669 -1.04590 0.88300  0.038
C: 1.53909 -3.13850 2.47970  2.877
C: 2.58219 -4.24220 2.64670  -1.901
C: 0.15809 -3.71020 2.80610  -2.518
C: 1.83039 -2.04220 3.51070  -1.786
C: 3.21259 -1.93680 0.16700  2.878
C: 3.91189 -1.24690 1.33750  -1.489
C: 4.06249 -3.12780 -0.27960  -2.078
C: 3.13939 -0.92570 -0.97450  -2.123
H: 0.26269 -3.63080 -2.62220  0.655
H: 1.92639 -3.23440 -2.24770  0.291
H: 0.63919 -2.02190 -2.01810  0.569
H: -1.32311 -4.12950 -1.15500  0.798
H: -1.22871 -2.53320 -0.40640  -0.447
H: -1.18501 -3.99980 0.59490  0.333
H: 0.72189 -5.60910 -1.15460  0.519
H: 0.93089 -5.43510 0.57670  0.381
H: 2.25469 -5.02220 -0.51680  0.272
H: 2.41219 -5.08660 1.98860  0.278
H: 2.53559 -4.61100 3.67190  0.511
H: 3.59179 -3.87660 2.48780  0.403
H: -0.08541 -4.57140 2.19210  0.358
H: -0.60891 -2.94960 2.68470  0.669
H: 0.13879 -4.04180 3.84300  0.672
H: 2.88509 -1.97830 3.76060  0.249
H: 1.29469 -2.24810 4.43510  0.624
H: 1.50099 -1.07940 3.13470  0.175
H: 4.19079 -1.95430 2.11200  0.231
H: 3.26569 -0.47980 1.76360  0.017
H: 4.82289 -0.76660 0.98120  0.612
H: 4.01269 -3.95570 0.41830  0.311
H: 5.10469 -2.80710 -0.34320  0.525
H: 3.77569 -3.48980 -1.26420  0.325
H: 2.44299 -0.12440 -0.73620  0.013
H: 2.81379 -1.38680 -1.89840  0.144
H: 4.12479 -0.49190 -1.14230  0.565



The following is a DFT calculation (ωB97M-V/def2-TZVPD) of 15 unconnected molecules or ions with the total composition C53H67N16O2S2.

The total charge is -1. The max |F| comes out at 0.07083 hartree/bohr. Its multiplicity is 1. The calculation puts the calculated total energy at -105649.599 eV. The frontier orbital gap is 6.75 eV.

Last column: Mulliken charge in e.
Cartesian coordinates (Å):
N: 5.34688 -0.24502 0.86622  -0.957
C: 3.93161 0.04294 0.44534  2.538
C: 3.81190 1.61030 0.38419  -1.435
C: 2.80990 2.16710 -0.69557  -0.791
C: 1.90719 3.37132 -0.16640  -0.302
S: 0.50397 2.58574 0.72641  0.281
C: -1.00523 3.48430 0.34752  -0.481
S: -0.88702 5.00056 -0.34276  -0.169
N: -2.33559 2.97713 0.59659  0.478
C: -2.39916 2.09616 1.77075  -0.088
C: -1.89806 0.70566 1.77686  0.447
C: -2.01253 -0.14382 2.94710  -0.675
C: -2.66420 0.36707 4.15607  -0.838
C: -3.14535 1.74274 4.16016  -0.545
C: -3.03434 2.62361 2.99905  -0.621
C: -2.84020 2.18211 -0.53346  0.325
C: -2.10694 1.90294 -1.76559  -0.458
C: -2.75940 1.04707 -2.77014  -0.704
C: -4.08533 0.45754 -2.57806  -0.573
C: -4.83146 0.75493 -1.34852  -0.689
C: -4.18664 1.60066 -0.36270  0.085
C: 3.70971 -0.70695 -0.92423  -1.814
C: 2.40457 -1.55703 -1.01750  0.969
C: 1.04660 -1.07816 -0.80228  1.212
C: -0.12835 -1.95996 -0.90947  -0.727
C: 0.05628 -3.36996 -1.28653  -0.471
C: 1.40987 -3.88783 -1.54170  -0.704
C: 2.53758 -2.98596 -1.38507  -0.625
C: 3.03273 -0.53772 1.63495  -0.194
O: 3.31273 -1.67224 2.09385  -0.839
O: 2.06123 0.14008 2.16527  -0.694
H: 5.46040 -1.26041 0.88768  0.320
H: 5.41874 0.12235 1.81760  0.334
H: 3.45276 1.99362 1.38543  0.525
H: 4.83640 2.03856 0.23935  0.249
H: 3.43662 2.62262 -1.51814  0.358
H: 2.11360 1.41387 -1.13388  0.478
H: 1.56140 3.91056 -1.08840  0.347
H: 2.51063 4.06394 0.46903  -0.029
H: -1.42812 0.33310 0.83474  0.228
H: -1.61234 -1.17754 2.87737  0.436
H: -2.74080 -0.33276 5.02252  0.582
H: -3.64888 2.12119 5.08160  0.331
H: -3.43832 3.66586 3.01942  0.381
H: -1.08780 2.31189 -1.92835  0.396
H: -2.19724 0.80817 -3.70531  0.414
H: -4.56869 -0.21646 -3.32084  0.329
H: -5.84168 0.34601 -1.11593  0.403
H: -4.74793 1.81180 0.57926  0.510
H: 4.56387 -1.43698 -1.03138  0.454
H: 3.76829 -0.04780 -1.83060  0.080
H: 0.85477 -0.02337 -0.50933  -0.459
H: -1.16742 -1.61098 -0.71852  0.393
H: -0.84332 -4.02684 -1.39720  0.327
H: 1.59549 -4.95393 -1.82619  0.311
H: 3.57111 -3.37195 -1.57345  0.213
C: -6.01446 -0.92867 3.84247  -0.592
C: -6.22764 -0.68386 2.39837  0.406
N: -6.39021 -0.49600 1.27848  -0.413
H: -6.42587 -1.89974 4.11770  0.322
H: -4.94764 -0.91570 4.06426  0.010
H: -6.50928 -0.15274 4.42596  0.267
C: 3.34539 -1.90294 5.34056  -0.487
C: 2.77958 -2.88674 6.29254  0.319
N: 2.34371 -3.65746 7.02597  -0.501
H: 4.43388 -1.91537 5.39879  0.294
H: 3.04073 -2.15159 4.31921  0.092
H: 2.98690 -0.90308 5.58282  0.361
C: -7.60048 4.18774 -0.33923  -0.910
C: -6.49410 4.56361 0.57097  0.368
N: -5.61400 4.82590 1.25602  -0.341
H: -8.51966 4.68542 -0.03051  0.352
H: -7.35744 4.48652 -1.35866  0.281
H: -7.75158 3.10874 -0.31033  0.292
C: 1.47006 8.05762 -2.40610  -0.611
C: 2.43286 6.99516 -2.78156  0.413
N: 3.17937 6.17291 -3.07291  -0.479
H: 1.81398 8.56978 -1.50781  0.320
H: 1.38172 8.78062 -3.21710  0.312
H: 0.49179 7.61811 -2.21144  0.062
C: 3.86027 -5.49990 4.40953  0.126
C: 5.21274 -6.04797 4.15007  0.254
N: 6.26148 -6.47335 3.95131  -0.459
H: 3.13940 -6.31353 4.48051  -0.036
H: 3.85838 -4.94214 5.34412  -0.100
H: 3.56644 -4.83384 3.59673  0.147
C: 3.86840 -9.78639 4.19535  -0.841
C: 2.60640 -9.01169 4.22992  0.421
N: 1.62920 -8.41029 4.25718  -0.471
H: 4.43097 -9.53659 3.29620  0.336
H: 4.47214 -9.54852 5.07044  0.263
H: 3.64625 -10.85329 4.19397  0.322
C: -1.21306 -10.12650 5.50855  -0.446
C: -2.10567 -11.27987 5.24319  0.318
N: -2.79776 -12.17286 5.03818  -0.399
H: -0.51138 -10.37604 6.30183  -0.019
H: -0.65426 -9.87341 4.60829  0.183
H: -1.80443 -9.26350 5.81397  0.303
C: 2.03838 4.64198 -6.24372  -0.718
C: 1.26649 3.46917 -5.77376  0.460
N: 0.66745 2.55901 -5.40907  -0.472
H: 2.45358 4.44228 -7.23173  0.288
H: 1.38662 5.51325 -6.30090  0.249
H: 2.85396 4.85072 -5.55007  0.242
C: 0.44299 0.79490 -8.21008  -0.676
C: 0.26571 1.01021 -9.66607  0.397
N: 0.12718 1.17794 -10.79409  -0.458
H: -0.00778 -0.15323 -7.91837  0.298
H: 1.50412 0.77468 -7.96482  0.259
H: -0.03421 1.60112 -7.65480  0.169
C: 5.15585 5.78153 1.47604  -0.497
C: 3.89993 6.56720 1.52346  0.352
N: 2.92536 7.17279 1.55807  -0.429
H: 5.70479 6.01684 0.56467  0.261
H: 5.77601 6.02287 2.33878  0.314
H: 4.92629 4.71562 1.48872  0.051
C: 0.40805 -1.39598 -12.75865  -0.490
C: 1.37685 -2.46459 -13.10271  0.278
N: 2.12710 -3.29168 -13.36923  -0.374
H: 0.73511 -0.87214 -11.86318  0.044
H: 0.33520 -0.68369 -13.57946  0.264
H: -0.57412 -1.83157 -12.57704  0.260
C: -1.69858 6.33983 -4.20088  -0.392
C: -1.13270 6.14358 -5.55408  0.357
N: -0.68083 5.98670 -6.59752  -0.512
H: -1.63630 7.39114 -3.92063  0.263
H: -2.74261 6.02918 -4.18401  0.339
H: -1.13847 5.74404 -3.47843  -0.070
C: 0.46787 -11.60477 9.38686  -0.839
C: 1.02421 -11.77602 8.02437  0.407
N: 1.45361 -11.90811 6.96846  -0.397
H: 0.52830 -10.55756 9.68192  0.274
H: -0.57503 -11.92033 9.40262  0.274
H: 1.03383 -12.20820 10.09578  0.330
C: -6.09874 8.28801 0.54689  -0.735
C: -5.55768 8.12985 -0.82415  0.361
N: -5.14042 8.00798 -1.88647  -0.408
H: -6.04427 9.33386 0.84844  0.316
H: -7.13858 7.96381 0.57432  0.236
H: -5.52013 7.68423 1.24580  0.233